ORCA calculation (wB97M-V/def2-TZVPD) on a molecular structure, C38H60IN6O8PS2SiSn.

The geometry in XYZ format:
```
118
Properties=species:S:1:pos:R:3:forces:R:3:mulliken_charge:R:1
Sn -2.91766 -0.08963 0.28497 -0.02 -0.43 -0.01 1.057
C 4.94210 1.15003 -2.63480 0.08 -0.45 0.17 -1.699
C 3.74826 0.29621 -2.33360 -0.40 -0.10 0.64 1.304
C 3.48223 -0.88122 -3.02763 0.35 0.65 0.20 -1.523
C 2.43991 -1.70954 -2.68128 -0.38 0.42 0.45 -1.254
C 1.59831 -1.33636 -1.64918 0.25 0.15 -0.11 1.635
C 1.80944 -0.15197 -0.95345 -0.32 0.05 -0.04 -0.892
C 2.88593 0.65266 -1.28670 -0.17 0.08 -0.01 -1.193
S 0.26823 -2.39517 -1.18470 0.34 0.07 -0.12 1.001
O 0.59049 -3.71540 -1.65620 -0.26 0.20 -0.04 -0.836
O 0.34820 -2.28331 0.33953 0.22 -0.45 1.19 0.009
N -1.08365 -1.75030 -1.45994 -0.19 -0.04 -0.79 0.265
C -1.54886 -1.44472 -2.76037 -0.04 0.20 0.60 -0.105
C -0.85788 -1.62126 -3.96079 -0.60 0.21 -0.49 -0.066
C -1.46494 -1.18571 -5.14208 0.76 -0.35 0.31 -0.743
C -2.71247 -0.61414 -5.12966 -0.24 0.13 0.77 -0.652
C -3.31899 -0.47919 -3.88846 0.09 -0.12 0.50 -0.489
N -2.75884 -0.87047 -2.74737 0.00 -0.15 -0.25 -0.053
H 5.42888 0.81956 -3.54292 0.12 0.06 -0.25 0.403
H 5.68165 1.10565 -1.82898 -0.13 -0.07 -0.02 0.328
H 4.63641 2.17514 -2.72865 -0.03 0.59 -0.17 0.369
H 4.13536 -1.13078 -3.83243 0.35 -0.33 -0.50 0.360
H 2.26345 -2.63452 -3.17107 -0.02 -0.66 -0.45 0.657
H 1.10553 0.12240 -0.16771 0.26 0.08 -0.10 0.722
H 3.02456 1.58460 -0.73464 0.12 -0.25 -0.14 0.442
H 0.09749 -2.09936 -4.01169 0.35 -0.16 0.09 0.500
H -0.93314 -1.29465 -6.07526 0.08 -0.10 -0.11 0.420
H -3.20013 -0.28001 -6.01481 -0.25 0.17 -0.53 0.484
H -4.30708 -0.04448 -3.75620 0.04 0.03 -0.25 0.419
I -3.30636 -1.13013 4.19242 0.07 -0.15 -0.31 -0.209
O -4.70255 1.29056 1.26094 -0.47 -0.06 -0.06 -0.945
C -3.82116 1.89795 1.87350 0.38 0.14 0.13 0.968
N -2.56022 1.44327 1.87850 0.70 -0.43 0.08 0.243
C -1.69959 2.32083 2.52574 -0.89 0.00 -0.52 -0.809
O -0.50465 2.24598 2.58214 0.77 -0.10 0.14 -0.677
C -2.56651 3.44089 3.02998 -0.54 -0.32 0.32 0.714
C -2.28690 4.54658 3.78660 0.62 0.50 -0.07 -0.171
C -3.29214 5.48408 4.04147 0.45 0.23 0.25 -0.447
C -4.57379 5.27218 3.56842 -0.16 -0.51 -0.25 -0.576
C -4.87305 4.09493 2.86387 0.45 -0.16 0.06 -0.576
C -3.86439 3.17327 2.61275 -0.50 1.39 0.40 -0.061
H -1.26685 4.72644 4.10750 -0.05 -0.01 0.09 0.464
H -3.03216 6.38856 4.60778 -0.26 -0.42 -0.27 0.380
H -5.35753 5.99874 3.73838 0.03 0.00 0.05 0.432
H -5.86656 3.90024 2.52117 -0.49 -0.04 -0.16 0.544
C 0.85965 -5.63335 3.81156 0.23 0.13 0.24 -1.527
C 0.32736 -5.46006 2.40238 -0.21 -0.05 -0.36 1.809
C 0.38327 -6.76269 1.61879 -0.47 -0.09 -0.07 -1.838
C -1.08816 -4.90943 2.43403 0.39 0.00 0.02 -1.477
O 1.19662 -4.57440 1.64338 -0.11 0.41 0.12 0.305
Si 1.47167 -2.99020 1.46729 -0.24 -0.48 0.07 -2.254
S -2.82645 -2.05742 2.02138 -0.20 0.62 0.17 -0.429
O 1.29651 -2.20096 2.84971 -0.20 -0.08 -0.06 0.788
C 1.96137 -1.20147 3.64393 0.06 0.72 -0.17 1.775
C 2.77037 -0.26095 2.73972 0.10 0.30 0.20 -1.049
C 2.87395 -1.89280 4.63448 0.08 -0.27 0.61 -1.715
C 0.87182 -0.40645 4.36403 -0.38 -0.60 -0.11 -1.399
O 2.90993 -2.77941 0.76940 -0.25 0.12 0.09 1.606
C 3.98192 -3.66993 0.44190 0.56 0.17 -0.05 1.750
C 3.53140 -4.66631 -0.60213 -0.01 -0.84 -0.02 -1.203
C 5.04804 -2.75621 -0.16576 -0.05 -0.10 0.08 -1.439
C 4.50142 -4.37724 1.70085 -0.02 -0.73 -0.33 -1.713
H 0.22891 -6.31950 4.39468 0.20 0.08 -0.28 0.450
H 0.89402 -4.68700 4.35075 -0.15 0.15 -0.08 0.115
H 1.88362 -6.00242 3.77973 0.05 -0.23 0.04 0.351
H -0.30641 -7.51025 2.02849 0.18 0.13 0.06 0.447
H 1.38706 -7.17203 1.59413 0.21 -0.07 0.07 0.321
H 0.07211 -6.55977 0.59433 0.01 -0.02 -0.07 0.350
H -1.73642 -5.60028 2.96047 -0.15 -0.14 0.17 0.536
H -1.48737 -4.78457 1.43131 0.01 0.14 -0.13 0.325
H -1.10256 -3.95629 2.95832 -0.09 0.07 -0.05 0.067
H 3.61827 -0.76280 2.26078 -0.15 -0.02 0.14 0.063
H 3.15101 0.59354 3.33451 -0.19 -0.45 -0.29 0.603
H 2.12854 0.14016 1.95210 -0.02 0.04 0.08 0.081
H 3.61165 -2.50819 4.12044 0.06 -0.01 -0.07 0.201
H 2.28833 -2.55151 5.29393 0.15 0.19 -0.17 0.315
H 3.41592 -1.16779 5.27187 -0.33 -0.24 -0.37 0.426
H 0.15855 -0.01204 3.64521 0.10 0.26 -0.14 0.088
H 1.30465 0.39765 4.94800 0.08 0.20 0.03 0.403
H 0.27372 -1.03870 5.03145 0.29 -0.08 -0.04 0.313
H 3.24679 -4.17844 -1.53223 -0.11 0.07 0.07 0.114
H 2.69442 -5.28228 -0.24137 0.19 0.29 -0.13 -0.005
H 4.36229 -5.34857 -0.82679 -0.10 0.13 0.03 0.555
H 4.63140 -2.19633 -0.99748 -0.12 -0.12 -0.20 0.119
H 5.90945 -3.32432 -0.50842 0.07 -0.10 -0.04 0.419
H 5.38227 -2.01245 0.54335 0.15 0.13 0.43 0.322
H 3.73360 -5.03562 2.13904 0.13 0.41 -0.11 0.117
H 4.86148 -3.67433 2.43899 -0.07 0.31 0.23 0.290
H 5.35103 -5.03724 1.45854 -0.23 0.28 -0.12 0.494
C -3.16424 3.88931 -4.40188 0.17 -0.17 0.41 -1.012
N -3.33371 3.38604 -3.04624 -0.11 0.17 -0.42 0.806
C -4.71477 3.13695 -2.66786 0.32 -0.52 0.32 -1.055
P -2.14809 3.37076 -1.89764 0.06 0.87 -0.14 -1.487
O -2.27447 2.22048 -1.00216 -0.28 -0.91 0.83 0.260
N -0.69951 3.34952 -2.65375 0.77 0.34 -0.46 1.218
C 0.09626 4.53805 -2.97175 -0.37 -0.38 -0.63 -0.947
C -0.19586 2.11730 -3.26612 -0.16 0.25 0.03 -0.882
N -2.20480 4.81822 -1.09203 -0.23 0.42 -0.32 0.775
C -1.37059 5.04381 0.08566 -0.45 0.28 -0.08 -1.068
C -2.95203 6.00101 -1.54233 -0.08 -0.83 0.09 -1.029
H -3.73084 3.25752 -5.07654 -0.06 -0.22 -0.22 0.338
H -2.11583 3.84978 -4.68859 0.01 0.08 -0.02 0.208
H -3.54251 4.90228 -4.52937 0.01 0.30 0.02 0.263
H -5.22414 2.63985 -3.49205 -0.08 -0.04 -0.06 0.374
H -5.25778 4.04432 -2.41962 -0.16 0.28 0.03 0.242
H -4.72543 2.46564 -1.80451 -0.10 0.13 -0.05 0.192
H -0.25994 5.43586 -2.46477 -0.02 -0.26 0.07 0.221
H 0.06721 4.73981 -4.06243 0.09 -0.04 0.35 0.305
H 1.13230 4.34258 -2.69621 0.11 0.12 0.05 0.220
H -0.76335 1.25245 -2.92287 -0.08 0.09 0.07 0.010
H 0.84871 1.96802 -2.96830 -0.08 -0.01 -0.21 0.198
H -0.28548 2.16942 -4.36393 0.20 -0.06 0.20 0.252
H -0.96274 4.11587 0.46887 0.07 -0.19 -0.08 0.114
H -1.99187 5.48681 0.86968 0.04 -0.04 0.08 0.323
H -0.55413 5.74843 -0.11634 0.03 -0.08 -0.08 0.320
H -3.60275 5.76340 -2.39244 0.35 0.01 0.15 0.233
H -2.29806 6.83278 -1.80279 0.16 0.07 -0.09 0.302
H -3.60689 6.31597 -0.73573 -0.11 0.23 0.22 0.291
```
Positions in Å, forces in eV/Å.

Calculated values
Net charge: 0
E_HOMO, eV: -7.032
LUMO energy, eV: 0.135